10 unconnected molecules or ions with the total composition C29H57FO32S in a non-equilibrium geometry. Source: OMol25; level of theory: the ωB97M-V functional and the def2-TZVPD basis.

Geometry (Å):
C (-0.4402, 0.7041, -0.9767)
S (0.6369, 0.0542, 0.4255)
O (-0.2016, 0.2892, 1.7423)
O (0.8535, -1.5048, 0.3714)
O (2.1452, 0.8918, 0.5518)
C (1.9424, 2.2792, 1.0022)
O (2.1381, 3.3112, 0.1414)
O (1.5789, 2.6731, 2.3962)
F (0.4084, 3.2640, 2.2825)
H (-1.5570, 0.6048, -0.6055)
H (-0.2728, 0.1758, -2.0075)
H (-0.2093, 1.8649, -1.0529)
C (8.0975, 2.6596, 2.7174)
O (7.7273, 3.0486, 1.3961)
C (6.5315, 3.6849, 1.3157)
O (5.7878, 3.9347, 2.2514)
O (6.3066, 3.9953, 0.0141)
C (5.0747, 4.6737, -0.2231)
H (9.0689, 2.1605, 2.6631)
H (8.1970, 3.5371, 3.3646)
H (7.3699, 1.9531, 3.1299)
H (5.0533, 5.6316, 0.3066)
H (4.2263, 4.0477, 0.0718)
H (4.9991, 4.8721, -1.2958)
C (5.0880, 1.9609, -3.0635)
O (4.0314, 2.6269, -3.7523)
C (4.1247, 2.5718, -5.1049)
O (5.0081, 2.0182, -5.7409)
O (3.0651, 3.2391, -5.6274)
C (3.0320, 3.2637, -7.0530)
H (4.9121, 2.0686, -1.9897)
H (5.0942, 0.8932, -3.3060)
H (6.0533, 2.4191, -3.3020)
H (2.9561, 2.2482, -7.4550)
H (3.9151, 3.7740, -7.4509)
H (2.1440, 3.8227, -7.3609)
C (-2.0582, -7.5766, -1.4484)
O (-1.2557, -7.3012, -0.3019)
C (-1.2321, -5.9942, 0.0622)
O (-1.8221, -5.0832, -0.4973)
O (-0.4386, -5.8765, 1.1566)
C (-0.3196, -4.5455, 1.6548)
H (-2.0040, -8.6502, -1.6488)
H (-3.1042, -7.3140, -1.2596)
H (-1.6757, -7.0430, -2.3245)
H (-1.2961, -4.1616, 1.9676)
H (0.1323, -3.8907, 0.9027)
H (0.3367, -4.5692, 2.5291)
C (-4.9020, -12.0409, -0.9859)
O (-5.0764, -12.2227, -2.3897)
C (-4.9543, -11.0852, -3.1194)
O (-4.7170, -9.9718, -2.6778)
O (-5.1418, -11.4011, -4.4257)
C (-5.0413, -10.2928, -5.3177)
H (-5.0207, -13.0140, -0.5017)
H (-3.8962, -11.6678, -0.7669)
H (-5.6632, -11.3626, -0.5870)
H (-4.0411, -9.8499, -5.2720)
H (-5.8081, -9.5447, -5.0920)
H (-5.2084, -10.6606, -6.3339)
C (-2.3633, -0.7806, 7.7927)
O (-1.2054, -0.4033, 7.0502)
C (-1.4649, 0.3710, 5.9665)
O (-2.5677, 0.7480, 5.6019)
O (-0.2850, 0.6533, 5.3588)
C (-0.4049, 1.4674, 4.1939)
H (-2.0384, -1.3969, 8.6354)
H (-2.8729, 0.1037, 8.1891)
H (-3.0424, -1.3751, 7.1730)
H (-0.8362, 2.4415, 4.4464)
H (-1.0056, 0.9628, 3.4304)
H (0.5983, 1.6297, 3.7902)
C (-4.7368, 0.4002, 4.3503)
O (-6.1495, 0.5882, 4.2926)
C (-6.7537, -0.0355, 3.2499)
O (-6.1977, -0.7133, 2.3999)
O (-8.0836, 0.2253, 3.3169)
C (-8.8520, -0.3719, 2.2743)
H (-4.3591, 0.9419, 5.2217)
H (-4.4932, -0.6603, 4.4720)
H (-4.2562, 0.8090, 3.4556)
H (-8.7729, -1.4631, 2.3130)
H (-8.5358, 0.0061, 1.2967)
H (-9.8994, -0.0974, 2.4267)
C (0.4078, 5.0099, -4.4447)
O (0.0376, 5.3989, -5.7660)
C (-1.1582, 6.0352, -5.8464)
O (-1.9020, 6.2849, -4.9107)
O (-1.3831, 6.3456, -7.1480)
C (-2.6150, 7.0240, -7.3851)
H (1.3791, 4.5107, -4.4990)
H (0.5073, 5.8873, -3.7975)
H (-0.3198, 4.3034, -4.0322)
H (-2.6364, 7.9819, -6.8555)
H (-3.4634, 6.3980, -7.0903)
H (-2.6906, 7.2223, -8.4578)
C (-5.4981, 4.1212, 4.5131)
O (-4.3403, 4.4986, 3.7706)
C (-4.5998, 5.2729, 2.6869)
O (-5.7025, 5.6498, 2.3223)
O (-3.4199, 5.5552, 2.0792)
C (-3.5397, 6.3693, 0.9143)
H (-5.1732, 3.5050, 5.3558)
H (-6.0077, 5.0055, 4.9094)
H (-6.1772, 3.5267, 3.8934)
H (-3.9710, 7.3434, 1.1667)
H (-4.1405, 5.8646, 0.1508)
H (-2.5365, 6.5316, 0.5106)
C (9.2784, -4.3316, 0.3846)
O (8.7451, -3.1761, -0.2595)
C (8.9072, -2.0234, 0.4377)
O (9.4518, -1.9135, 1.5252)
O (8.3588, -1.0140, -0.2845)
C (8.4564, 0.2686, 0.3314)
H (9.0929, -5.1943, -0.2611)
H (10.3598, -4.2316, 0.5234)
H (8.7781, -4.5047, 1.3429)
H (9.5049, 0.5525, 0.4681)
H (7.9232, 0.2793, 1.2875)
H (7.9861, 0.9991, -0.3327)

Output
Net charge   0
Largest force on an atom   9.77 eV Å⁻¹
SMILES string   CS(=O)(=O)OC(=O)OF.COC(=O)OC.COC(=O)OC.COC(=O)OC.COC(=O)OC.COC(=O)OC.COC(=O)OC.COC(=O)OC.COC(=O)OC.COC(=O)OC
Total energy   -110060.387 eV
Lowest unoccupied orbital energy   -0.0790 Eh

Here are the Mulliken charges for atoms 1 to 99, given in e: -0.77 0.91 -0.55 -0.54 -0.11 0.50 -0.49 -0.23 0.01 0.34 0.34 0.29 -0.80 -0.32 0.82 -0.57 -0.32 -0.21 0.25 0.36 0.35 0.38 -0.09 0.22 -0.65 -0.08 0.55 -0.56 -0.16 -0.68 0.06 0.40 0.30 0.30 0.31 0.19 -0.58 -0.30 0.75 -0.54 -0.32 -0.49 0.18 0.28 0.31 0.28 0.19 0.25 -0.59 -0.31 0.80 -0.54 -0.31 -0.61 0.22 0.27 0.28 0.28 0.28 0.22 -0.58 -0.34 0.71 -0.53 -0.30 -0.64 0.23 0.27 0.27 0.31 0.39 0.34 -0.73 -0.27 0.70 -0.56 -0.32 -0.63 0.35 0.39 0.32 0.29 0.29 0.22 -0.43 -0.17 0.69 -0.54 -0.32 -0.61 0.03 0.29 0.30 0.29 0.29 0.22 -0.61 -0.26 0.73